# 1
Molecular formula: C22H46BNO13
Method: DFT, the ωB97M-V functional and the def2-TZVPD basis

CARTESIAN COORDINATES (ANGSTROEM)
O (0.772, -2.146, -0.031)
O (-5.917, 2.199, 4.092)
O (-2.131, 5.536, -3.949)
O (-3.901, 4.637, -2.832)
O (-3.292, 3.629, 3.416)
O (-3.935, 3.152, 6.363)
O (1.043, 0.897, 0.176)
O (0.107, 6.152, -1.129)
O (5.412, -5.033, -3.220)
O (2.887, -3.660, -4.243)
O (3.829, -6.171, -5.726)
O (2.098, -0.793, 2.490)
O (-4.906, 3.485, -1.188)
N (0.906, 4.014, -1.989)
C (3.390, -0.609, 3.031)
C (-3.941, 3.945, -1.626)
C (-7.189, 2.529, 3.574)
C (1.287, 0.367, 2.581)
C (-3.572, 2.235, 3.504)
C (0.379, 0.497, 1.372)
C (3.380, -4.951, -6.297)
C (3.718, -3.777, -5.395)
C (-1.755, 4.569, -1.826)
C (4.314, -4.577, -2.445)
C (-2.562, 3.934, -0.973)
C (3.018, -4.655, -3.233)
C (-3.960, 4.485, 4.339)
C (-3.001, 2.585, 7.258)
C (-4.980, 1.848, 3.087)
C (-2.594, 4.986, -3.033)
C (-0.409, -2.844, -0.367)
C (3.020, -7.275, -6.068)
C (1.199, -1.251, -1.047)
C (-3.479, 4.360, 5.773)
C (6.605, -4.321, -2.962)
C (1.909, -0.054, -0.439)
B (-0.198, 4.898, -1.649)
H (1.897, -1.794, -1.697)
H (6.441, -3.240, -3.039)
H (6.997, -4.572, -1.971)
H (1.960, -7.060, -5.892)
H (3.344, -0.535, 4.123)
H (0.830, 3.088, -1.572)
H (-0.773, -3.336, 0.535)
H (-0.203, -3.605, -1.128)
H (-5.042, 4.376, 4.263)
H (3.538, -2.863, -5.967)
H (-0.334, 1.300, 1.583)
H (2.197, -4.461, -2.535)
H (3.307, -8.110, -5.429)
H (-0.212, -0.404, 1.210)
H (4.237, -5.225, -1.563)
H (0.670, 0.273, 3.484)
H (-2.925, 3.187, 8.169)
H (-5.222, 2.338, 2.137)
H (3.177, -7.559, -7.114)
H (2.297, -4.974, -6.467)
H (-2.881, 1.762, 2.799)
H (-3.351, 1.587, 7.518)
H (-7.708, 1.629, 3.226)
H (-3.885, 5.192, 6.361)
H (2.848, -5.652, -3.638)
H (1.901, 1.271, 2.665)
H (-2.385, 4.415, 5.789)
H (3.993, -1.474, 2.758)
H (-7.769, 2.982, 4.377)
H (-5.030, 0.760, 2.950)
H (3.867, 0.285, 2.614)
H (-0.636, 6.713, -1.410)
H (-1.187, -2.160, -0.721)
H (2.702, -0.361, 0.242)
H (-3.729, 5.500, 4.003)
H (-7.109, 3.255, 2.758)
H (-2.349, 3.503, 0.005)
H (2.392, 0.489, -1.256)
H (-2.016, 2.490, 6.788)
H (4.469, -3.544, -2.113)
H (7.335, -4.608, -3.718)
H (4.773, -3.772, -5.121)
H (0.350, -0.902, -1.645)
H (1.100, 3.972, -2.984)
H (-3.323, 1.846, 4.492)
H (3.891, -4.825, -7.259)

* total charge: 0
* LUMO energy: -0.44 eV
* SMILES: NB(O)C1=CC(=O)OC1=O.COCCOCCOC.COCCOCCOC.COCCOCCOC
* electronic energy: -1923.4654 Ha



# 2
Molecular formula: C22H46BNO21P4
Method: DFT, the ωB97M-V functional and the def2-TZVPD basis

CARTESIAN COORDINATES (ANGSTROEM)
P (0.206, -1.879, 4.356)
P (7.631, -2.127, -0.929)
P (1.397, -2.865, -2.499)
P (-3.254, -1.159, -3.996)
O (-5.108, 7.705, 2.569)
O (0.211, -3.332, -1.415)
O (-0.658, -2.463, 5.669)
O (-2.140, -1.717, -2.961)
O (-4.540, -1.734, -3.079)
O (1.145, -1.349, 3.032)
O (-2.832, 8.031, 1.862)
O (8.075, -1.206, -2.185)
O (9.079, -2.934, -1.031)
O (0.924, -3.654, -3.674)
O (-2.130, -0.091, -4.596)
O (-1.042, -1.432, 3.631)
O (-5.901, 2.257, -0.856)
O (2.543, -1.899, -3.234)
O (6.002, -1.798, -1.144)
O (0.797, -0.721, 5.326)
O (-2.167, 2.625, 3.137)
O (-5.874, 6.778, -0.340)
O (2.570, -3.618, -1.673)
O (-3.453, -2.032, -5.190)
O (7.800, -1.452, 0.394)
N (-6.483, 4.523, -0.469)
C (-1.983, -3.128, -2.818)
C (0.172, -2.633, -0.153)
C (-5.713, 5.647, 0.017)
C (-3.857, 2.839, 1.457)
C (2.033, -1.003, -4.238)
C (-4.690, 5.040, 0.970)
C (-1.543, -3.560, 5.408)
C (7.887, 0.200, -2.095)
C (9.322, -3.919, -0.016)
C (-4.719, 3.653, 0.751)
C (-3.838, 5.617, 1.900)
C (2.550, -5.039, -1.615)
C (-3.864, 1.335, 1.197)
C (-3.006, 3.425, 2.395)
C (-4.849, -0.995, -1.882)
C (2.538, -1.726, 3.073)
C (0.640, 0.634, 4.931)
C (-2.960, 4.800, 2.626)
C (-2.410, 8.537, 3.161)
C (-5.757, 3.315, -0.310)
C (5.338, -2.464, -2.242)
C (-2.556, 0.705, -5.712)
B (-3.914, 7.212, 2.103)
H (3.573, -5.396, -1.729)
H (-5.628, -1.528, -1.341)
H (-3.784, 1.112, 0.128)
H (-0.576, -3.104, 0.480)
H (-1.322, 8.636, 3.170)
H (-2.921, 9.475, 3.407)
H (-2.477, 0.121, -6.628)
H (-0.132, 0.758, 4.171)
H (-3.579, 1.054, -5.584)
H (2.174, -5.358, -0.641)
H (1.895, -1.545, -5.173)
H (-3.967, -0.914, -1.240)
H (0.364, 1.213, 5.810)
H (10.099, -4.590, -0.378)
H (2.768, -0.214, -4.390)
H (3.005, -1.392, 4.003)
H (8.763, 0.685, -2.522)
H (-2.407, -3.676, -3.658)
H (4.322, -2.077, -2.311)
H (5.858, -2.271, -3.185)
H (1.090, -0.555, -3.930)
H (-5.743, 6.981, 2.594)
H (1.934, -5.475, -2.401)
H (1.587, 1.015, 4.544)
H (2.642, -2.808, 2.980)
H (-1.894, 1.567, -5.783)
H (-1.479, 2.268, 2.563)
H (-1.762, -4.050, 6.355)
H (-0.917, -3.343, -2.755)
H (5.296, -3.538, -2.059)
H (3.045, -1.249, 2.236)
H (-7.388, 4.541, -0.006)
H (9.671, -3.428, 0.891)
H (8.426, -4.498, 0.200)
H (-2.463, -3.455, -1.893)
H (-1.090, -4.285, 4.732)
H (-5.210, 0.002, -2.135)
H (-2.986, 0.908, 1.699)
H (-2.471, -3.185, 4.979)
H (-0.103, -1.591, -0.314)
H (-4.776, 0.901, 1.624)
H (-2.258, 5.211, 3.349)
H (1.141, -2.684, 0.350)
H (-2.715, 7.790, 3.918)
H (7.009, 0.487, -2.675)
H (7.765, 0.534, -1.065)

* total charge: 0
* LUMO energy: -2.65 eV
* SMILES: COB(O)c1cc(O)c(C)c2c1C(=O)NC2=O.COP(=O)(OC)OC.COP(=O)(OC)OC.COP(=O)(OC)OC.COP(=O)(OC)OC
* electronic energy: -3890.9257 Ha



# 3
Molecular formula: C22H46BaBrP3
Method: DFT, the ωB97M-V functional and the def2-TZVPD basis

CARTESIAN COORDINATES (ANGSTROEM)
Ba (0.342, 0.355, 0.326)
Br (-0.719, -0.389, -2.486)
P (-2.877, 2.199, 0.239)
P (1.042, -3.211, -0.111)
P (-2.414, -2.221, 0.229)
C (1.625, -3.375, -1.837)
C (-3.146, 3.951, 0.746)
C (2.152, 2.381, 0.751)
C (1.029, 0.495, 3.778)
C (1.412, 2.276, 1.959)
C (-3.389, 2.552, -2.504)
C (-3.781, 1.301, 1.575)
C (3.403, -0.914, 2.037)
C (0.310, 3.183, 2.442)
C (2.728, 0.406, 1.777)
C (3.909, 0.871, -0.478)
C (1.764, 1.054, 2.584)
C (-0.471, -4.258, -0.136)
C (-3.273, -3.220, 1.513)
C (-3.835, -1.828, -0.847)
C (2.957, 1.223, 0.637)
C (-5.249, 1.646, 1.797)
C (2.201, -4.358, 0.721)
C (-3.975, 1.980, -1.218)
C (-2.254, 4.950, 0.018)
C (1.959, 3.457, -0.295)
C (-1.683, -3.586, -0.773)
H (-3.205, 1.472, 2.491)
H (3.350, -1.601, 1.189)
H (-4.055, 2.367, -3.348)
H (1.421, -0.483, 4.058)
H (1.982, -4.444, 1.785)
H (0.941, 3.502, -0.698)
H (-5.380, 2.697, 2.058)
H (-3.667, 0.234, 1.363)
H (3.216, -3.971, 0.624)
H (-0.052, 0.390, 3.614)
H (0.938, -2.854, -2.507)
H (-0.682, -4.554, 0.896)
H (-0.234, -5.182, -0.676)
H (1.183, 1.166, 4.627)
H (-3.816, -4.067, 1.088)
H (2.596, -2.889, -1.942)
H (-5.684, 1.054, 2.604)
H (-0.699, 2.760, 2.338)
H (-2.465, -4.334, -0.942)
H (-3.991, -2.593, 2.047)
H (4.937, 1.007, -0.129)
H (2.168, -5.355, 0.276)
H (-3.245, 3.632, -2.440)
H (-1.203, 4.665, 0.087)
H (4.459, -0.736, 2.261)
H (0.330, 4.127, 1.896)
H (-4.395, -2.721, -1.136)
H (-3.484, -1.326, -1.749)
H (-2.570, -3.596, 2.257)
H (-4.112, 0.902, -1.331)
H (-2.931, 3.981, 1.820)
H (-1.427, -3.164, -1.748)
H (3.802, -0.160, -0.826)
H (-5.841, 1.455, 0.901)
H (2.201, 4.419, 0.162)
H (-2.501, 5.018, -1.042)
H (2.973, -1.420, 2.902)
H (3.778, 1.523, -1.341)
H (1.722, -4.419, -2.143)
H (2.641, 3.310, -1.131)
H (0.476, 3.404, 3.499)
H (-2.428, 2.090, -2.729)
H (-2.359, 5.949, 0.443)
H (-4.965, 2.403, -1.020)
H (-4.522, -1.157, -0.327)
H (-4.197, 4.233, 0.640)

* energy above the lowest of the compared OMol25 structures with the same formula, charge and spin: 4.38 kcal/mol
* total charge: 0
* LUMO energy: 0.24 eV
* electronic energy: -4489.5450 Ha



# 4
Molecular formula: C22H46Cl36NO5P
Method: DFT, the ωB97M-V functional and the def2-TZVPD basis

CARTESIAN COORDINATES (ANGSTROEM)
Cl (-3.703, 7.028, -2.640)
Cl (-2.719, 8.115, -0.106)
Cl (-5.141, 6.528, 2.591)
Cl (8.930, -1.597, -6.277)
Cl (2.742, 1.979, -2.648)
Cl (0.669, 6.853, -2.542)
Cl (3.588, 4.692, -1.952)
Cl (1.643, 6.897, 7.024)
Cl (8.966, -1.834, -3.361)
Cl (-3.203, -8.530, 4.203)
Cl (3.211, -3.564, -4.156)
Cl (-0.790, 4.040, 0.863)
Cl (-4.347, 4.432, -0.098)
Cl (-1.417, -4.479, 2.556)
Cl (-4.764, -5.390, -4.790)
Cl (-0.161, 7.594, 4.825)
Cl (-2.446, -3.777, -4.025)
Cl (-3.587, -9.917, -7.414)
Cl (-2.149, -11.181, -5.183)
Cl (1.036, 7.037, 0.351)
Cl (5.870, 5.405, 10.142)
Cl (-5.513, 9.907, 5.137)
Cl (0.076, 3.457, 3.586)
Cl (-0.867, -6.568, -5.737)
Cl (-3.076, 5.381, 4.275)
Cl (5.815, -1.122, -4.860)
Cl (0.001, -8.061, -8.102)
Cl (-0.418, -6.048, 0.297)
Cl (-6.516, 2.521, -0.543)
Cl (5.334, -0.219, -7.600)
Cl (4.396, 4.406, 7.821)
Cl (4.034, -2.901, -1.430)
Cl (-7.705, 8.001, 4.778)
Cl (1.644, -6.501, -2.064)
Cl (-4.670, -7.507, 1.889)
Cl (0.323, -9.017, -2.779)
P (3.217, 0.802, 3.192)
O (2.185, 1.489, 2.106)
O (-0.674, -1.066, 3.086)
O (2.530, -0.651, 3.742)
O (0.946, -1.077, 5.245)
O (0.264, -0.029, 3.397)
N (3.033, 1.895, 4.544)
C (1.042, -2.506, 1.144)
C (1.236, -0.609, 4.193)
C (-1.007, -8.082, -6.650)
C (-0.942, -0.943, 1.689)
C (-3.386, -11.376, -6.428)
C (4.430, -3.799, -2.897)
C (4.620, -0.935, -6.147)
C (-1.271, 3.405, 2.438)
C (-6.964, 9.500, 4.209)
C (-2.376, 7.034, -1.464)
C (0.892, -7.443, -3.360)
C (-5.769, 4.035, -1.067)
C (-3.865, -3.893, -5.071)
C (1.743, 7.367, -1.229)
C (0.274, -1.220, 0.795)
C (9.879, -1.373, -4.806)
C (5.249, 5.781, 8.531)
C (2.529, 3.332, -1.535)
C (-1.504, -6.022, 1.694)
C (0.348, 6.338, 5.959)
C (-4.403, -8.891, 2.957)
C (-4.132, 6.777, 4.014)
H (-1.585, 2.374, 2.316)
H (4.480, -4.856, -2.659)
H (0.951, -0.359, 0.867)
H (1.499, 3.669, -1.585)
H (-5.466, 3.935, -2.103)
H (-4.048, -9.724, 2.362)
H (-5.341, -9.145, 3.437)
H (-1.470, 7.370, -1.967)
H (1.624, -7.605, -4.143)
H (0.709, 5.489, 5.393)
H (10.154, -0.328, -4.723)
H (0.407, -3.378, 0.946)
H (3.909, 2.409, 4.543)
H (-4.517, -3.051, -4.868)
H (5.385, -3.450, -3.273)
H (-1.791, -1.581, 1.438)
H (1.349, -2.545, 2.193)
H (-2.083, 4.013, 2.829)
H (-1.247, 0.104, 1.525)
H (4.224, -1.912, -6.397)
H (-6.687, 9.376, 3.168)
H (2.767, 3.000, -0.530)
H (-0.504, 6.050, 6.564)
H (-0.078, -1.242, -0.244)
H (6.082, 6.042, 7.889)
H (-6.493, 4.835, -0.964)
H (3.825, -0.288, -5.794)
H (-4.331, -11.595, -5.944)
H (-4.764, 6.913, 4.884)
H (-2.245, 6.028, -1.082)
H (-3.515, 7.656, 3.859)
H (-7.681, 10.306, 4.315)
H (4.560, 6.614, 8.609)
H (0.039, -6.888, -3.755)
H (-0.689, -8.899, -6.014)
H (10.768, -1.991, -4.866)
H (-1.222, -6.818, 2.374)
H (-3.100, -12.194, -7.079)
H (1.931, -2.529, 0.509)
H (2.987, 1.336, 5.394)
H (2.673, 6.814, -1.307)
H (1.500, 1.979, 2.598)
H (-3.537, -3.873, -6.104)
H (-2.045, -8.220, -6.946)
H (1.925, 8.431, -1.325)
H (-2.521, -6.172, 1.349)

* total charge: 0
* LUMO energy: 0.29 eV
* electronic energy: -18204.9699 Ha



# 5
Molecular formula: C22H46N6O6P2
Method: DFT, the ωB97M-V functional and the def2-TZVPD basis

CARTESIAN COORDINATES (ANGSTROEM)
P (5.500, 3.674, -2.431)
P (-5.628, -1.107, 2.374)
O (7.033, 3.522, -2.365)
O (2.395, -1.184, -1.950)
O (-3.444, -4.799, 0.468)
O (4.199, -2.319, 0.443)
O (-0.366, -2.103, 1.974)
O (-5.080, -0.604, 1.023)
N (5.293, 2.113, -3.122)
N (-7.122, -0.282, 2.168)
N (-6.207, -1.783, 3.899)
N (5.605, 4.914, -3.638)
N (-4.480, -0.166, 3.269)
N (3.748, 3.897, -2.407)
C (-7.260, -2.788, 3.827)
C (4.370, -4.888, 0.333)
C (4.500, 1.705, -4.264)
C (2.985, 3.091, -1.460)
C (-0.011, -3.274, -0.236)
C (5.582, 4.622, -5.062)
C (5.544, 0.990, -2.220)
C (0.420, -2.601, 1.148)
C (0.785, -3.021, -1.391)
C (2.794, -2.312, 0.270)
C (2.915, 4.743, -3.237)
C (2.053, -2.065, -1.135)
C (-8.009, -0.836, 1.146)
C (-4.762, 1.187, 3.722)
C (-3.126, -0.164, 2.701)
C (-2.454, -4.032, 0.588)
C (-1.250, -4.255, -0.430)
C (-7.849, 0.560, 3.096)
C (4.829, -3.451, -0.206)
C (2.005, -2.577, 1.424)
C (6.676, 5.892, -3.410)
C (-5.826, -1.452, 5.257)
H (2.129, 3.633, -1.049)
H (6.401, 1.190, -1.571)
H (-2.853, -1.159, 2.345)
H (-5.559, 1.199, 4.463)
H (-6.374, -0.578, 5.620)
H (3.374, -4.900, 0.881)
H (-7.153, -3.559, 4.596)
H (6.388, 3.939, -5.352)
H (0.568, -3.466, -2.410)
H (-8.725, -0.095, 0.778)
H (3.607, 2.807, -0.607)
H (-8.251, -2.334, 3.942)
H (-7.298, 1.465, 3.344)
H (-8.132, 0.046, 4.021)
H (6.742, 6.157, -2.352)
H (4.225, -5.553, -0.597)
H (5.140, -5.354, 1.049)
H (3.361, 5.719, -3.431)
H (7.653, 5.517, -3.729)
H (3.432, 1.920, -4.153)
H (-7.443, -1.166, 0.271)
H (4.755, -3.445, -1.346)
H (-1.610, -4.265, -1.511)
H (5.788, 0.073, -2.764)
H (2.680, 4.256, -4.188)
H (4.621, 4.211, -5.368)
H (-8.780, 0.936, 2.660)
H (-3.030, 0.536, 1.866)
H (-3.900, 1.614, 4.246)
H (5.952, -3.361, 0.027)
H (1.959, 4.969, -2.752)
H (2.468, -2.760, 2.440)
H (4.860, 2.150, -5.190)
H (-2.521, -3.231, 1.391)
H (2.610, 2.176, -1.931)
H (-0.851, -5.319, -0.229)
H (4.678, 0.791, -1.580)
H (-7.232, -3.308, 2.866)
H (-5.017, 1.852, 2.890)
H (-4.756, -1.279, 5.368)
H (-2.387, 0.112, 3.461)
H (5.685, 5.537, -5.654)
H (4.577, 0.629, -4.447)
H (-6.045, -2.273, 5.949)
H (-8.570, -1.697, 1.526)
H (6.474, 6.820, -3.956)

* energy above the lowest of the compared OMol25 structures with the same formula, charge and spin: 0.00 kcal/mol
* total charge: 0
* LUMO energy: -1.32 eV
* SMILES: CCOC1=CC(=O)C(CC=O)=CC1=O.CN(C)P(=O)(N(C)C)N(C)C.CN(C)P(=O)(N(C)C)N(C)C
* electronic energy: -2328.1584 Ha



Look up the LUMO energy of the second one. -2.65 eV



Number 2 is which compound? C22H46BNO21P4